(1)
{"formula": "C12H26N6O5SV", "method": "the ωB97M-V functional and the def2-TZVPD basis", "multiplicity": 2, "homo_lumo_gap_ha": [0.23472, 0.20790], "s_squared": 0.766, "lumo_energy_ev": [0.319, 0.319], "relative_energy_kj_mol": 93.80, "total_charge": 0, "species": ["V", "N", "C", "C", "N", "C", "C", "N", "H", "H", "H", "H", "H", "H", "H", "H", "H", "H", "H", "H", "H", "C", "C", "C", "O", "C", "O", "O", "H", "H", "H", "H", "H", "H", "H", "N", "N", "C", "O", "O", "H", "H", "H", "S", "C", "C", "N", "C", "H", "H", "H"], "positions_angstrom": [[-0.08, 0.43, 0.02], [-1.30, 1.30, -1.51], [-1.81, 2.59, -1.04], [-0.63, 3.41, -0.47], [0.47, 2.50, -0.08], [1.64, 2.61, -0.99], [2.57, 1.43, -0.75], [1.78, 0.21, -0.93], [-0.73, 1.39, -2.35], [-2.04, 0.66, -1.82], [-2.54, 2.39, -0.25], [-2.31, 3.16, -1.82], [-0.96, 4.00, 0.39], [-0.27, 4.11, -1.22], [0.79, 2.68, 0.87], [2.16, 3.56, -0.87], [1.26, 2.55, -2.01], [2.93, 1.45, 0.28], [3.43, 1.50, -1.43], [2.24, -0.57, -0.45], [1.62, -0.04, -1.91], [-1.47, -3.59, -1.40], [-0.44, -2.49, -1.55], [0.88, -3.05, -2.06], [-0.25, -1.83, -0.29], [-0.97, -1.29, -2.42], [-0.08, -0.56, -2.93], [-2.20, -1.11, -2.42], [-1.14, -4.32, -0.65], [-1.62, -4.10, -2.35], [-2.43, -3.17, -1.08], [1.37, -3.63, -1.27], [1.53, -2.24, -2.38], [0.70, -3.71, -2.91], [0.30, -2.37, 0.31], [2.86, -1.79, 1.26], [1.61, -2.06, 1.88], [0.81, -0.92, 2.26], [-0.09, -1.17, 3.05], [1.13, 0.19, 1.73], [3.22, -2.67, 0.89], [3.53, -1.43, 1.93], [1.62, -2.74, 2.62], [-3.05, 0.42, 3.34], [-3.44, -0.74, 2.13], [-2.65, -0.57, 1.05], [-1.73, 0.46, 1.16], [-1.86, 1.07, 2.32], [-4.21, -1.47, 2.30], [-2.70, -1.14, 0.14], [-1.25, 1.90, 2.63]]}

(2)
{"formula": "C12H26NO20PS5", "method": "the ωB97M-V functional and the def2-TZVPD basis", "homo_lumo_gap_ha": 0.33276, "smiles": "O=S1(=O)OCCO1.O=S1(=O)OCCO1.O=S1(=O)OCCO1.O=S1(=O)OCCO1.O=S1(=O)OCCO1.[H]/N=C/CP", "lumo_energy_ev": 0.038, "total_charge": 0, "species": ["N", "C", "C", "P", "H", "H", "H", "H", "H", "H", "C", "C", "O", "S", "O", "O", "O", "H", "H", "H", "H", "C", "C", "O", "S", "O", "O", "O", "H", "H", "H", "H", "C", "C", "O", "S", "O", "O", "O", "H", "H", "H", "H", "C", "C", "O", "S", "O", "O", "O", "H", "H", "H", "H", "C", "C", "O", "S", "O", "O", "O", "H", "H", "H", "H"], "positions_angstrom": [[0.70, -1.27, 1.21], [1.48, -2.17, 0.71], [1.11, -3.70, 0.71], [1.68, -4.35, 2.42], [1.14, -0.35, 1.10], [2.44, -1.80, 0.28], [0.01, -3.84, 0.58], [1.65, -4.24, -0.12], [0.78, -3.72, 3.36], [2.92, -3.64, 2.59], [0.71, -1.78, -2.92], [-0.37, -2.29, -3.85], [0.32, -3.12, -4.79], [1.58, -3.81, -4.06], [1.20, -5.13, -3.66], [2.75, -3.56, -4.84], [1.61, -2.88, -2.75], [1.26, -0.95, -3.37], [0.31, -1.46, -1.95], [-0.90, -1.48, -4.35], [-1.09, -2.91, -3.31], [-5.09, -2.58, -5.65], [-4.88, -1.31, -6.46], [-4.69, -0.28, -5.49], [-3.94, -0.90, -4.20], [-2.54, -0.63, -4.31], [-4.71, -0.57, -3.04], [-4.18, -2.46, -4.55], [-6.10, -2.64, -5.26], [-4.87, -3.48, -6.23], [-5.74, -1.08, -7.10], [-3.98, -1.37, -7.08], [3.18, 0.04, 4.81], [1.69, 0.34, 4.79], [1.61, 1.72, 4.42], [2.84, 2.08, 3.42], [2.36, 2.01, 2.08], [3.53, 3.22, 3.94], [3.73, 0.76, 3.71], [3.65, 0.40, 5.73], [3.38, -1.03, 4.71], [1.22, 0.18, 5.76], [1.18, -0.25, 4.03], [-5.86, 2.87, -3.21], [-7.02, 2.43, -4.07], [-7.71, 3.63, -4.41], [-6.64, 4.84, -4.53], [-6.30, 5.01, -5.90], [-7.08, 5.92, -3.70], [-5.40, 4.10, -3.79], [-6.18, 3.08, -2.18], [-5.05, 2.14, -3.19], [-7.69, 1.74, -3.54], [-6.68, 1.96, -4.99], [5.88, 3.48, 7.58], [7.19, 3.30, 6.84], [7.85, 2.21, 7.49], [6.73, 1.17, 8.02], [6.59, 0.12, 7.07], [6.97, 0.93, 9.41], [5.45, 2.15, 7.88], [6.03, 4.01, 8.53], [5.14, 4.00, 6.99], [7.82, 4.20, 6.88], [7.02, 3.03, 5.79]]}

(3)
{"formula": "C12H26NO2P2Tl", "method": "the ωB97M-V functional and the def2-TZVPD basis", "homo_lumo_gap_ha": 0.18446, "lumo_energy_ev": -9.572, "total_charge": 2, "species": ["Tl", "P", "C", "C", "N", "C", "C", "C", "C", "C", "P", "H", "H", "H", "H", "H", "H", "H", "H", "O", "H", "H", "O", "H", "C", "H", "H", "H", "C", "H", "H", "H", "C", "H", "H", "H", "C", "H", "H", "H", "C", "H", "H", "H"], "positions_angstrom": [[-0.51, -0.46, 0.51], [2.00, -0.24, 1.34], [2.88, 1.14, 0.65], [2.62, 1.44, -0.79], [1.40, 1.15, -1.24], [1.06, 1.51, -2.48], [1.97, 2.12, -3.32], [3.25, 2.38, -2.91], [3.62, 2.03, -1.61], [-0.38, 1.28, -2.95], [-1.56, 0.98, -1.57], [4.59, 2.17, -1.20], [1.62, 2.41, -4.33], [3.99, 2.88, -3.54], [-0.74, 2.15, -3.50], [-0.41, 0.38, -3.58], [2.49, 2.14, 1.28], [3.98, 1.15, 0.90], [0.89, 2.97, 1.77], [1.94, 3.11, 1.88], [2.57, 3.85, 2.08], [-0.74, 1.58, 1.86], [-0.41, 2.53, 1.89], [-1.07, 3.17, 2.18], [-1.92, 2.69, -1.09], [-2.28, 3.27, -1.94], [-2.69, 2.73, -0.30], [-1.01, 3.18, -0.72], [-3.10, 0.49, -2.42], [-3.93, 0.42, -1.70], [-3.40, 1.19, -3.22], [-2.98, -0.49, -2.88], [2.93, -1.82, 1.19], [3.94, -1.78, 1.63], [2.37, -2.62, 1.70], [3.02, -2.12, 0.13], [2.07, 0.04, 3.14], [1.58, -0.79, 3.68], [3.11, 0.09, 3.49], [1.55, 0.97, 3.39], [0.04, -1.85, -1.03], [-0.83, -2.05, -1.64], [0.24, -2.76, -0.46], [0.87, -1.58, -1.65]]}